Entry 1
88
Properties=species:S:1:pos:R:3 method="wB97M-V/def2-TZVPD" multiplicity=3 charge=+2 s_squared=2.012
C -2.1436 -3.7660 3.4676
C -1.2609 -3.8815 2.3743
C -1.3156 -5.0135 1.5203
C -2.4636 -5.8281 1.6502
N -3.3950 -5.5708 2.5770
C -3.2466 -4.6250 3.5105
C -0.5666 -2.6887 2.1129
C 0.1584 -1.7081 2.0473
C 1.4175 -1.1065 1.7706
C 1.5246 0.2112 1.1969
C 2.7956 0.6468 0.7224
C 3.7657 -0.3443 0.6551
C 3.8139 -1.4755 1.4959
C 2.5894 -1.8228 2.0830
Ni 0.9171 0.9686 -0.8019
P -1.5516 -0.0351 -0.5739
H -0.5091 -5.2732 0.8378
H -1.9694 -3.0041 4.2255
H -2.6085 -6.6717 0.9568
H -3.9955 -4.4887 4.3109
H 2.5085 -2.7205 2.7147
H 0.7700 0.9635 1.4397
H 4.7085 -2.0853 1.6154
H 2.9877 1.6606 0.3702
C -2.5881 0.9873 -1.7393
C -3.8382 0.3958 -2.3700
H -1.8970 1.2883 -2.5385
H -2.8427 1.9035 -1.1845
H -4.1972 1.0963 -3.1344
H -3.6414 -0.5535 -2.8823
H -4.6658 0.2754 -1.6594
C -1.9279 -1.8068 -1.0327
C -3.2497 -2.4571 -0.6155
H -1.0836 -2.3664 -0.6005
H -1.8371 -1.8757 -2.1288
H -3.2946 -3.4766 -1.0223
H -3.3460 -2.5569 0.4736
H -4.1240 -1.9365 -1.0293
C -2.4689 0.2447 1.0161
C -4.0044 0.2384 0.9564
H -2.1593 1.2415 1.3775
H -2.0603 -0.4997 1.7165
H -4.4103 0.2384 1.9767
H -4.3867 1.1465 0.4670
H -4.4175 -0.6426 0.4551
Br 5.0263 -0.2785 -0.8842
P 1.5115 -0.3619 -2.4133
C 0.3328 -0.8142 -3.7099
C 0.8960 -0.7716 -5.1224
H -0.4985 -0.0991 -3.5984
H -0.0681 -1.8122 -3.4764
H 0.1125 -1.1132 -5.8033
H 1.1657 0.2441 -5.4313
H 1.7469 -1.4471 -5.2650
C 2.7098 0.8999 -2.9715
C 3.8147 0.3720 -3.8499
H 3.1426 1.3864 -2.0840
H 2.1100 1.6706 -3.4694
H 4.3935 1.2306 -4.1960
H 4.5045 -0.2409 -3.2651
H 3.4572 -0.1787 -4.7224
C 2.2698 -1.8690 -1.7113
C 2.8182 -2.9060 -2.6649
H 1.6116 -2.2873 -0.9269
H 3.1448 -1.4860 -1.1720
H 3.3367 -3.6571 -2.0546
H 2.0127 -3.4050 -3.2050
H 3.5673 -2.4885 -3.3534
C -0.2783 3.2142 4.5352
C 0.6193 2.9117 3.3463
N -0.2266 2.8150 2.1219
C 0.1323 3.3828 0.9529
S -0.2410 2.7498 -0.6148
N 0.8483 4.5238 0.8827
C 0.5757 5.6433 1.7828
C 1.6644 6.6674 1.5392
H -1.0053 4.0006 4.2874
H 0.3485 3.5727 5.3628
H -0.8291 2.3159 4.8633
H 1.3954 3.6819 3.1985
H 1.1123 1.9353 3.4856
H -0.7254 1.9137 2.0713
H 1.0116 4.7908 -0.0975
H -0.4254 6.0525 1.5884
H 0.5727 5.2665 2.8066
H 1.8785 6.7719 0.4709
H 1.3835 7.6373 1.9477
H 2.5802 6.3400 2.0386

Entry 2
88
Properties=species:S:1:pos:R:3 method="wB97M-V/def2-TZVPD" multiplicity=3 charge=+2 s_squared=2.009
C 5.0571 -5.9167 2.0081
C 4.4540 -5.3252 0.8707
C 4.4988 -6.0731 -0.3408
C 5.1115 -7.3488 -0.3568
N 5.6395 -7.8631 0.7531
C 5.6535 -7.2015 1.9059
C 3.8376 -4.0279 0.9871
C 3.4081 -2.8926 0.7925
C 2.7217 -1.7255 0.5167
C 1.4121 -1.6942 1.0481
C 0.3900 -1.0766 0.2119
C 0.8261 -0.0056 -0.6929
C 2.1997 0.0173 -1.0019
C 3.1595 -0.8006 -0.4144
Ni 0.4828 -0.0742 1.9245
P -2.2936 -0.0630 0.9887
H 4.0494 -5.6951 -1.2726
H 5.0595 -5.4089 2.9737
H 5.1607 -7.9487 -1.2907
H 6.1276 -7.6517 2.8003
H 4.2086 -0.7759 -0.7688
H 1.2127 -2.3879 1.8861
H 2.4640 0.7277 -1.7942
H -0.6499 -1.4536 0.3657
C -3.2806 1.4712 0.5978
C -4.5245 1.1853 -0.2346
H -2.5832 2.1277 0.0644
H -3.5596 2.0148 1.5078
H -5.2015 2.0542 -0.2918
H -4.2607 0.9299 -1.2697
H -5.1037 0.3380 0.1673
C -2.6513 -1.2330 -0.4571
C -2.6546 -2.7529 -0.2966
H -1.7868 -0.9903 -1.0870
H -3.5316 -0.9617 -1.0659
H -2.7779 -3.2392 -1.2812
H -1.7164 -3.1512 0.1030
H -3.4631 -3.1405 0.3310
C -3.0706 -0.8925 2.4348
C -4.5433 -1.1642 2.2024
H -2.9147 -0.2465 3.3126
H -2.5205 -1.8179 2.6680
H -4.9721 -1.7571 3.0209
H -5.0926 -0.2222 2.1492
H -4.7209 -1.7100 1.2717
Br -0.0490 1.5909 -0.9505
P 0.4032 0.7215 -4.1253
C -1.2355 0.4347 -3.3550
C -2.4544 0.5148 -4.2490
H -1.3571 1.1910 -2.5625
H -1.2148 -0.5211 -2.8317
H -3.2804 -0.0609 -3.8200
H -2.8074 1.5436 -4.3743
H -2.2448 0.1106 -5.2400
C 1.1118 2.3606 -3.6886
C 1.8584 3.0106 -4.8371
H 1.7294 2.3873 -2.7856
H 0.2461 2.9833 -3.4594
H 2.0614 4.0542 -4.5868
H 2.8131 2.5334 -5.0583
H 1.2472 2.9918 -5.7404
C 1.6125 -0.5546 -3.6614
C 1.8818 -1.4762 -4.8405
H 1.1912 -1.1241 -2.8262
H 2.5707 -0.1486 -3.3122
H 2.7209 -2.1443 -4.6308
H 0.9904 -2.0676 -5.0365
H 2.0889 -0.8868 -5.7316
C -2.2307 2.3633 4.2958
N -1.3180 3.4389 3.8942
C -1.3116 4.5630 4.8355
C -0.1926 3.1572 3.1714
S 0.5674 1.6023 3.3100
N 0.4369 4.1741 2.5221
C -0.2400 5.4353 2.2005
C 1.6950 3.9344 1.8161
H -3.0034 2.8594 4.9035
H -1.7490 1.5683 4.8924
H -2.6537 1.8914 3.3926
H -0.3224 4.8461 5.1967
H -1.7931 5.4171 4.3582
H -1.8944 4.2584 5.7048
H -0.0486 6.2146 2.9602
H 0.1357 5.7982 1.2278
H -1.3163 5.2563 2.1496
H 2.3425 3.2727 2.4192
H 1.5162 3.4284 0.8347
H 2.2358 4.8994 1.6714

entry 1 is the most stable structure; the next one sits 376.3 kJ/mol above it.